*w*
ORCA calculation (ωB97M-V with the def2-TZVPD basis set) on a cluster of 2 separate species, C5H14S in total.

```
20
Properties=species:S:1:pos:R:3:nbo_charge:R:1
C -0.192 1.853 -1.158 -0.627
C -0.036 0.453 -0.583 -0.525
S 1.693 -0.056 -0.352 0.177
C 2.089 -0.625 -2.020 -0.748
H -1.117 2.337 -0.853 0.212
H -0.081 1.845 -2.245 0.204
H 0.601 2.521 -0.825 0.216
H -0.488 0.387 0.405 0.223
H -0.516 -0.244 -1.272 0.209
H 1.255 -0.374 -2.679 0.216
H 2.984 -0.170 -2.421 0.224
H 2.152 -1.711 -2.009 0.218
C -2.909 -1.126 1.596 -0.619
C -1.989 -0.492 2.654 -0.624
H -2.427 -1.401 0.663 0.210
H -3.517 -1.958 1.957 0.208
H -3.665 -0.375 1.421 0.203
H -2.141 0.592 2.576 0.198
H -0.915 -0.559 2.462 0.210
H -2.244 -0.657 3.700 0.215
```

Results
HOMO energy	-8.459	eV
multiplicity	1
orbital gap	9.5	eV
SMILES	CCSC.CC

=====

*x*
ORCA calculation (ωB97M-V with the def2-TZVPD basis set) on a cluster of 2 separate species, C5H14S in total.

```
20
Properties=species:S:1:pos:R:3:nbo_charge:R:1
C 4.612 -0.799 0.740 -0.632
C 3.489 -0.350 1.699 -0.429
C 2.171 -0.752 1.116 -0.603
H 5.604 -0.646 1.236 0.210
H 4.638 -1.895 0.415 0.222
H 4.748 -0.014 -0.106 0.211
H 3.550 -0.693 2.736 0.195
H 3.458 0.600 2.195 0.221
H 1.432 -0.438 1.850 0.199
H 1.938 -1.730 0.856 0.207
H 2.152 -0.037 0.261 0.197
C -5.539 1.309 -1.658 -0.734
S -4.162 0.583 -2.711 0.142
C -2.896 0.249 -1.377 -0.751
H -6.302 1.838 -2.295 0.239
H -5.856 0.385 -1.127 0.218
H -5.113 2.020 -0.770 0.219
H -3.148 0.673 -0.348 0.222
H -1.862 0.542 -1.594 0.229
H -2.913 -0.847 -1.117 0.216
```

Results
HOMO energy	-8.505	eV
multiplicity	1
orbital gap	9.4	eV
SMILES	CCC.CSC

=====

What should be chosen as the least stable of them? Choose *x*.

=====

*w*
ORCA calculation (ωB97M-V with the def2-TZVPD basis set) on a structure of composition C26H39BF4N6OS2SiV.

```
81
Properties=species:S:1:pos:R:3:mulliken_spin:R:1
V 0.394 -0.206 0.845 1.934
N 2.139 0.793 -0.029 0.001
C 3.432 0.267 0.422 0.009
C 3.246 -1.173 0.876 -0.001
N 2.086 -1.200 1.791 -0.002
H 1.974 0.581 -1.018 -0.003
H 2.061 1.811 0.066 -0.019
H 3.776 0.863 1.265 -0.003
H 4.198 0.318 -0.356 0.001
H 4.158 -1.541 1.354 -0.001
H 3.019 -1.811 0.018 0.001
H 2.276 -0.580 2.582 -0.007
H 1.917 -2.122 2.170 0.009
C -1.683 -1.514 -5.096 -0.001
Si -0.369 -2.721 -4.539 0.001
C -1.061 -4.397 -5.112 0.000
C 1.204 -2.553 -5.535 0.000
C -0.218 -2.869 -2.681 -0.002
C -0.516 -4.026 -2.011 0.012
C -0.391 -4.079 -0.617 -0.017
C -0.028 -2.929 0.028 0.039
N 0.250 -1.753 -0.577 -0.065
C 0.227 -1.719 -1.941 0.058
S 0.780 -0.368 -2.844 0.020
H -1.915 -1.668 -6.155 0.000
H -1.375 -0.480 -4.944 0.000
H -2.598 -1.680 -4.520 0.000
H -1.220 -4.364 -6.195 0.000
H -2.022 -4.630 -4.643 0.000
H -0.377 -5.227 -4.904 0.000
H 1.054 -2.979 -6.532 0.000
H 2.023 -3.093 -5.052 0.000
H 1.509 -1.512 -5.628 0.000
H -0.848 -4.903 -2.558 0.003
H -0.595 -4.977 -0.050 0.000
H 0.022 -2.905 1.110 -0.007
C -3.019 2.337 -0.296 -0.008
S -1.242 2.541 -0.180 -0.001
C -1.215 2.968 1.550 0.018
O -0.796 1.085 -0.257 0.000
H -3.324 1.555 0.400 -0.001
H -3.234 2.029 -1.318 0.005
H -3.510 3.286 -0.076 0.000
H -1.801 3.876 1.690 0.001
H -0.177 3.138 1.824 -0.005
H -1.612 2.121 2.113 0.002
N 2.820 8.110 0.945 0.114
C 2.496 7.155 0.368 -0.018
C 2.091 6.034 -0.392 0.116
C 2.012 6.101 -1.842 0.396
C 1.622 4.951 -2.505 -0.167
C 1.300 3.797 -1.811 0.375
N 1.327 3.744 -0.413 0.102
C 1.731 4.823 0.222 -0.023
H 2.260 7.015 -2.363 0.058
H 1.561 4.943 -3.589 -0.010
H 0.997 2.887 -2.314 0.057
H 1.788 4.748 1.307 0.003
F 3.026 0.777 3.831 -0.001
B 2.399 1.969 3.368 0.020
F 1.300 1.555 2.541 0.031
F 1.914 2.718 4.432 -0.001
F 3.303 2.700 2.597 0.002
C -0.095 -0.824 4.782 -0.001
C -1.418 -1.314 4.269 0.040
C -2.380 -1.826 5.125 -0.032
C -3.619 -2.271 4.668 0.074
C -3.882 -2.180 3.302 -0.032
C -2.951 -1.682 2.407 0.034
C -3.247 -1.604 0.933 0.012
C -1.671 -1.241 2.868 0.031
N -0.764 -0.778 1.996 -0.172
H -0.127 -0.664 5.862 0.001
H 0.188 0.113 4.299 0.005
H 0.714 -1.534 4.572 0.004
H -2.153 -1.879 6.187 -0.003
H -4.356 -2.671 5.354 0.009
H -4.846 -2.508 2.919 -0.003
H -4.322 -1.670 0.747 0.001
H -2.755 -2.411 0.380 0.004
H -2.857 -0.676 0.509 0.008
```

Results
HOMO energy (spin up / spin down)	0.481 / -1.988	eV
⟨S²⟩	3.8223
multiplicity	4
orbital gap (spin up / spin down)	3.6 / 6.1	eV
net charge	-2

=====

*x*
ORCA calculation (ωB97M-V with the def2-TZVPD basis set) on a structure of composition C26H39BF4N6OS2SiV.

```
81
Properties=species:S:1:pos:R:3:mulliken_spin:R:1
V 0.843 -0.562 -0.382 1.908
N -0.373 0.916 -1.377 0.012
C -0.682 0.473 -2.723 0.005
C -0.898 -1.035 -2.665 -0.007
N 0.306 -1.649 -2.123 0.000
H -1.246 0.827 -0.812 -0.031
H -0.154 1.909 -1.373 0.016
H 0.166 0.702 -3.383 -0.006
H -1.578 0.967 -3.131 -0.001
H -1.165 -1.437 -3.658 0.001
H -1.712 -1.233 -1.954 -0.006
H 1.055 -1.658 -2.812 0.001
H 0.124 -2.607 -1.828 0.023
C -4.847 0.695 3.279 0.000
Si -5.782 0.169 1.698 0.000
C -7.420 -0.681 2.252 0.000
C -6.340 1.766 0.787 0.000
C -4.731 -1.113 0.809 -0.001
C -4.980 -2.470 0.887 0.000
C -4.044 -3.387 0.417 0.003
C -2.865 -2.888 -0.101 0.006
N -2.599 -1.597 -0.233 0.002
C -3.517 -0.707 0.186 0.005
S -3.233 0.940 -0.082 -0.003
H -5.438 1.353 3.911 0.000
H -3.934 1.216 3.008 0.000
H -4.554 -0.170 3.868 0.000
H -8.019 0.000 2.849 0.000
H -7.227 -1.559 2.861 0.000
H -8.024 -0.989 1.403 0.000
H -7.152 2.263 1.316 0.000
H -6.673 1.565 -0.228 0.000
H -5.506 2.458 0.721 0.000
H -5.902 -2.826 1.330 0.000
H -4.209 -4.452 0.487 0.001
H -2.083 -3.565 -0.436 -0.002
C 1.258 4.126 1.676 -0.001
S 0.763 3.867 -0.075 0.004
C 2.485 3.678 -0.704 -0.002
O 0.340 5.195 -0.573 0.000
H 2.083 4.829 1.723 0.000
H 1.530 3.161 2.087 0.001
H 0.397 4.516 2.209 0.000
H 2.968 2.859 -0.184 0.005
H 3.018 4.611 -0.555 0.000
H 2.445 3.448 -1.764 0.002
N -0.891 -5.948 2.286 0.151
C -0.137 -5.196 1.807 -0.018
C 0.804 -4.407 1.186 0.129
C 2.046 -4.997 0.737 0.312
C 2.951 -4.204 0.093 -0.156
C 2.675 -2.851 -0.140 0.477
N 1.517 -2.273 0.306 -0.013
C 0.641 -3.013 0.943 0.047
H 2.234 -6.044 0.933 0.049
H 3.890 -4.619 -0.258 -0.003
H 3.371 -2.198 -0.644 0.062
H -0.252 -2.512 1.314 -0.019
F -0.523 -0.248 3.455 0.000
B 0.596 0.189 2.809 -0.024
F 0.295 0.487 1.431 0.009
F 1.069 1.350 3.392 0.001
F 1.583 -0.773 2.781 0.006
C 3.854 0.756 1.361 0.031
C 4.380 0.893 -0.033 0.040
C 5.638 1.376 -0.289 -0.053
C 6.143 1.478 -1.586 0.126
C 5.338 1.069 -2.643 -0.057
C 4.072 0.573 -2.440 0.040
C 3.229 0.111 -3.595 0.005
C 3.518 0.479 -1.114 0.088
N 2.303 0.073 -0.882 -0.197
H 4.369 1.421 2.054 0.002
H 3.968 -0.271 1.711 0.001
H 2.784 0.962 1.373 0.007
H 6.261 1.683 0.545 -0.004
H 7.141 1.857 -1.762 0.017
H 5.720 1.145 -3.656 -0.005
H 3.604 0.497 -4.545 0.000
H 2.203 0.455 -3.451 0.006
H 3.223 -0.983 -3.652 0.008
```

Results
HOMO energy (spin up / spin down)	0.012 / -2.049	eV
⟨S²⟩	3.8315
multiplicity	4
orbital gap (spin up / spin down)	4.2 / 6.2	eV
net charge	-2

=====

What should be chosen as the least stable of them? Choose *x*.

=====

*w*
ORCA calculation (ωB97M-V with the def2-TZVPD basis set) on the molecule C4H6S2.

```
12
Properties=species:S:1:pos:R:3:nbo_charge:R:1
S 0.135 -0.911 -1.927 0.085
C 0.074 -0.700 -0.358 -0.062
C -0.032 -1.738 0.752 -0.497
C -0.254 -0.629 1.769 -0.398
C -0.385 0.407 0.596 -0.434
S 0.209 2.101 0.393 0.020
H -0.897 -2.324 0.496 0.238
H 0.811 -2.485 0.852 0.244
H -1.200 -0.759 2.294 0.217
H 0.534 -0.321 2.442 0.221
H -1.508 0.433 0.228 0.243
H 0.336 2.371 1.675 0.122
```

Results
HOMO energy	-8.562	eV
multiplicity	1
orbital gap	8.3	eV
SMILES	S=C1CC[C@H]1S

=====

*x*
ORCA calculation (ωB97M-V with the def2-TZVPD basis set) on the molecule C4H6S2.

```
12
Properties=species:S:1:pos:R:3:nbo_charge:R:1
C 0.419 -1.372 -0.162 -0.504
S 1.725 -0.137 -0.651 0.119
C 0.683 1.446 -0.200 -0.480
C -0.695 0.724 0.256 -0.339
S -1.666 -0.016 -0.904 0.198
C -0.747 -0.655 0.364 -0.375
H 0.892 -2.070 0.627 0.218
H 0.105 -2.050 -0.977 0.227
H 1.178 1.841 0.725 0.230
H 0.563 2.085 -1.162 0.247
H -1.254 1.304 0.952 0.230
H -1.203 -1.100 1.130 0.229
```

Results
HOMO energy	-8.596	eV
multiplicity	1
orbital gap	9.5	eV
SMILES	C1SC[C@H]2S[C@@H]12

=====

*y*
ORCA calculation (ωB97M-V with the def2-TZVPD basis set) on the molecule C4H6S2.

```
12
Properties=species:S:1:pos:R:3:nbo_charge:R:1
C 2.755 0.545 -0.245 -0.370
C 1.544 0.565 0.351 -0.396
S 0.405 -0.695 -0.017 0.387
C -1.157 0.027 -0.026 -0.261
C -2.276 -0.951 0.006 -0.686
S -1.421 1.707 -0.102 -0.073
H 3.491 1.289 -0.016 0.213
H 3.050 -0.310 -0.929 0.208
H 1.196 1.379 1.124 0.260
H -2.936 -0.888 0.871 0.255
H -1.798 -1.899 -0.057 0.214
H -2.854 -0.767 -0.960 0.250
```

Results
HOMO energy	-8.527	eV
multiplicity	1
orbital gap	8.2	eV
SMILES	C=CSC(C)=S

=====

What should be chosen as the least stable of them? Choose *w*.

=====

*w*
ORCA calculation (ωB97M-V with the def2-TZVPD basis set) on the molecule CHCl2NO2.

```
7
Properties=species:S:1:pos:R:3:nbo_charge:R:1
O -2.001 0.405 -1.218 -0.534
C -1.201 0.235 -0.356 0.636
O -0.006 -0.223 -0.600 -0.378
N 0.896 -0.345 0.547 -0.180
Cl 1.925 1.080 0.380 0.134
Cl 1.896 -1.733 0.484 0.202
H -1.510 0.582 0.763 0.121
```

Results
HOMO energy	-10.896	eV
multiplicity	1
orbital gap	10.1	eV
SMILES	O=CON(Cl)Cl

=====

*x*
ORCA calculation (ωB97M-V with the def2-TZVPD basis set) on a cluster of 2 separate species, CHCl2NO2 in total.

```
7
Properties=species:S:1:pos:R:3:nbo_charge:R:1
C -0.523 0.760 -0.102 -0.339
N 2.354 0.674 -0.388 0.504
O 2.910 1.616 0.087 -0.256
O 2.827 -0.350 -0.811 -0.279
Cl -0.809 1.109 -1.745 0.041
Cl -0.637 1.969 1.051 0.102
H -0.035 -0.235 -0.073 0.226
```

Results
HOMO energy (spin up / spin down)	-10.935 / -8.439	eV
multiplicity	1
orbital gap (spin up / spin down)	10.5 / 6.3	eV

=====

What should be chosen as the least stable of them? Choose *x*.